{
  "formula": "C2H21NO8",
  "method": "wB97M-V/def2-TZVPD",
  "energy_ha": -745.37169,
  "spin_multiplicity": 1,
  "charge": 0,
  "smiles": "C=CN.O.O.O.O.O.O.O.O",
  "homo_energy_ha": -0.306,
  "homo_lumo_gap_ha": 0.30550,
  "symbols": ["C", "C", "N", "H", "H", "H", "H", "H", "O", "H", "H", "O", "H", "H", "O", "H", "H", "O", "H", "H", "O", "H", "H", "O", "H", "H", "O", "H", "H", "O", "H", "H"],
  "xyz": [[-1.06832, -0.88467, -2.80486], [0.27375, -0.91139, -2.98482], [1.26586, -1.19671, -1.97344], [-1.59650, -1.24779, -1.79508], [-1.62864, -0.34103, -3.61366], [0.84039, -0.65362, -3.93267], [0.98895, -1.90607, -1.26967], [2.20832, -1.15582, -2.25935], [2.45376, 1.82353, -1.66715], [2.30351, 1.12579, -1.05436], [2.71760, 2.65652, -1.11945], [-0.51738, 0.72039, 3.87113], [0.35175, 0.25002, 4.16178], [-1.19695, 0.12343, 4.10570], [-0.45403, -1.82638, 2.18635], [0.39484, -1.96635, 1.83406], [-0.88290, -2.74206, 2.37137], [-3.69026, -0.25604, -1.07579], [-3.69413, -0.34248, -0.15178], [-2.87638, -0.24911, -1.51156], [1.90374, -2.71011, 0.53872], [2.48450, -2.09413, 0.98475], [2.53866, -3.37145, 0.12316], [-2.33554, 2.93333, -0.24141], [-2.84369, 2.13260, 0.08269], [-2.95000, 3.05004, -0.94153], [2.65329, 1.31190, 1.10096], [1.70688, 0.89974, 1.17731], [2.45926, 2.19995, 1.22820], [-0.28523, 1.69407, 1.53093], [-0.72959, 1.36889, 2.30363], [-0.79556, 1.56500, 0.79585]],
  "forces_ev_per_a": [[-0.030, 0.133, 0.585], [1.702, 0.088, 0.935], [-3.274, -0.644, -0.142], [1.614, 0.782, -2.532], [0.190, -1.148, 0.993], [-1.450, 0.116, 1.011], [0.720, 0.951, -0.669], [0.826, -0.330, -0.295], [0.900, 3.330, -0.129], [-0.104, -0.587, 1.103], [-0.780, -2.679, -1.400], [3.275, -0.264, 1.234], [-2.417, 1.265, -0.955], [-1.074, -1.169, 0.403], [-3.277, -1.744, 1.531], [1.571, -0.797, -0.864], [1.522, 2.388, -0.689], [-3.149, 0.510, -1.163], [0.786, -0.312, 1.605], [2.108, 0.062, -0.265], [1.126, -1.557, -0.796], [0.349, 0.357, 0.089], [-1.287, 1.199, 0.836], [-0.905, -2.154, 1.340], [1.262, 0.995, 0.277], [-0.513, 1.096, -1.728], [-1.888, -4.009, 0.001], [2.168, 1.278, -0.082], [-0.560, 2.677, 0.487], [2.795, 0.893, 1.516], [-0.177, -0.441, 0.715], [-2.027, -0.286, -2.952]],
  "lowdin_charge": [-0.058, -0.265, 0.025, 0.087, 0.063, 0.120, 0.065, 0.053, -0.109, -0.047, 0.085, -0.064, 0.123, 0.021, -0.071, -0.047, 0.102, -0.015, 0.013, -0.066, -0.074, 0.044, 0.099, -0.056, 0.053, 0.014, -0.084, 0.073, -0.011, -0.018, -0.019, -0.035]
}